This record from OMol25 describes a gas-phase ion, C5H8NO (charge +1) at a distorted geometry. The level of theory is the ωB97M-V functional and the def2-TZVPD basis.

XYZ file:
```
15
Properties=species:S:1:pos:R:3:forces:R:3:nbo_charge:R:1
C -0.729561 0.650372 1.268349 2.1 -2.6 0.2 0.67
C -1.844415 1.480125 1.358912 0.1 0.4 0.7 -0.12
C 1.490085 -0.534966 0.457466 -0.8 -2.1 -0.2 -0.19
C 0.707855 -0.145135 -0.779457 0.4 2.6 -0.2 -0.01
C 0.297921 -1.057682 -1.834400 -0.5 -3.0 -0.6 -0.68
N 0.083253 -0.097890 0.549146 -1.3 1.5 2.2 -0.34
O -0.968486 1.024169 2.528580 1.5 -0.7 -2.3 -0.34
H -1.556945 2.467229 1.062731 -1.0 0.9 0.0 0.24
H -2.802554 1.071926 1.583561 -0.9 0.2 -0.8 0.26
H 1.647825 -1.652297 0.687819 -0.4 1.9 -0.5 0.26
H 2.264889 0.092287 0.832180 0.2 0.6 0.3 0.25
H 0.838654 0.912400 -1.171705 0.3 -1.3 0.7 0.24
H -0.371715 -0.780053 -2.609866 -0.8 1.4 -0.3 0.26
H -0.172132 -1.989310 -1.505020 0.1 0.1 0.7 0.24
H 1.115329 -1.441174 -2.428296 0.9 0.2 0.2 0.26
```
Positions in Å, forces in eV/Å.

## Properties
total charge: +1
structure (SMILES): C[C@@H]1C/[N+]1=C1/CO1
multiplicity: 1
frontier orbital gap: 0.43497 Ha
energy above the lowest of the compared OMol25 structures with the same formula, charge and spin: 3.2168 eV